Entry 1:
124
Properties=species:S:1:pos:R:3:mulliken_charge:R:1 method="wB97M-V/def2-TZVPD" homo_lumo_gap_ev=7.61 spin_multiplicity=1 e_homo_ev=-5.56 e_lumo_ev=2.05 charge=-1
F -1.0982 0.8414 -2.6251 -0.29
C -0.5393 0.0228 -1.6184 -0.17
C -1.0030 -1.4374 -1.8081 -0.98
In 0.4433 -2.7651 -0.7395 0.71
Br 0.8462 -1.8359 1.7101 -0.47
C 2.3856 -3.1070 -1.8011 -1.32
C 2.2100 -2.7536 -3.3220 0.72
C 3.4351 -3.2889 -4.2905 -1.17
O 3.1247 -1.8009 -3.8228 -0.36
H -0.8282 0.3380 -0.6032 0.27
H 0.5613 0.0101 -1.6881 0.26
H -2.0136 -1.5817 -1.3884 0.45
H -0.9941 -1.7166 -2.8745 0.07
H -0.3514 -4.3672 -0.5381 -0.36
H 2.5918 -4.1848 -1.7665 0.38
H 3.2119 -2.4781 -1.4448 0.37
H 1.1881 -2.8008 -3.7418 0.37
H 4.4738 -2.9220 -4.3821 0.39
H 3.7236 -3.9690 -3.4250 0.22
C -0.8034 -2.0531 5.0007 -1.27
C 0.0772 -0.8231 5.0156 0.08
O -0.5344 0.2524 5.7640 -0.33
C -0.4850 0.1259 7.0892 0.64
O 0.0254 -0.7773 7.6981 -0.56
O -1.1146 1.1781 7.6346 -0.27
C -1.2209 1.1161 9.0566 -0.76
H -1.8002 -1.8052 4.6302 0.26
H -0.3697 -2.8227 4.3642 0.40
H -0.9274 -2.4643 6.0040 0.37
H 0.2025 -0.4575 3.9974 0.15
H 1.0722 -1.0420 5.4051 0.27
H -0.2453 0.9735 9.5195 0.30
H -1.9002 0.3143 9.3453 0.32
H -1.6336 2.0646 9.3932 0.24
C 2.4472 2.0297 5.8594 -1.10
C 2.3606 2.1225 7.3689 0.20
O 3.6436 1.9205 7.9829 -0.41
C 4.4870 2.9474 7.9078 0.76
O 4.2673 4.0137 7.3937 -0.56
O 5.6340 2.5853 8.4939 -0.35
C 6.6672 3.5641 8.3966 -0.64
H 2.9041 1.0846 5.5603 0.32
H 1.4548 2.1005 5.4134 0.20
H 3.0653 2.8282 5.4489 0.43
H 1.7153 1.3292 7.7437 0.09
H 1.9283 3.0712 7.6916 0.28
H 6.3338 4.5293 8.7746 0.29
H 6.9996 3.6545 7.3625 0.29
H 7.5004 3.2184 9.0041 0.23
C 0.9329 3.3236 -2.9337 -0.67
C 2.3590 3.2533 -3.4314 -0.33
O 3.2136 4.1511 -2.7064 -0.38
C 3.5564 3.7569 -1.4794 0.84
O 3.2282 2.7296 -0.9462 -0.54
O 4.3176 4.7146 -0.9345 -0.36
C 4.6721 4.4637 0.4249 -0.54
H 0.5659 4.3525 -2.9611 0.33
H 0.2810 2.6988 -3.5426 0.28
H 0.8592 2.9865 -1.9000 0.02
H 2.3975 3.5684 -4.4740 0.31
H 2.7517 2.2363 -3.3879 0.34
H 5.1444 3.4891 0.5365 0.29
H 3.7895 4.5332 1.0608 0.20
H 5.3806 5.2332 0.7233 0.22
C -4.6701 6.0518 1.3560 -1.07
C -4.0818 5.8956 -0.0316 -0.15
O -2.6608 6.0756 -0.0268 -0.37
C -1.9555 5.0476 0.4572 0.80
O -2.4076 4.0112 0.8647 -0.57
O -0.6632 5.3787 0.4228 -0.36
C 0.1987 4.3992 1.0073 -0.30
H -4.3787 7.0112 1.7883 0.29
H -5.7587 5.9948 1.3199 0.35
H -4.3092 5.2740 2.0284 0.30
H -4.4832 6.6691 -0.6863 0.29
H -4.3410 4.9320 -0.4727 0.29
H 0.0447 3.4184 0.5608 0.16
H 0.0379 4.3590 2.0847 0.33
H 1.2263 4.7035 0.8216 -0.01
C 1.0094 -7.4726 -8.5208 -1.10
C 1.9718 -6.3604 -8.1559 -0.19
O 2.6936 -6.6597 -6.9568 -0.29
C 3.6755 -7.5489 -7.0786 0.75
O 4.0101 -8.1058 -8.0945 -0.58
O 4.2191 -7.7327 -5.8729 -0.30
C 5.2257 -8.7418 -5.8377 -0.66
H 0.3444 -7.6914 -7.6835 0.29
H 0.4088 -7.1913 -9.3869 0.35
H 1.5410 -8.3944 -8.7578 0.32
H 1.4121 -5.4482 -7.9523 0.29
H 2.6631 -6.1413 -8.9711 0.30
H 6.0005 -8.5529 -6.5792 0.30
H 4.7771 -9.7227 -5.9969 0.29
H 5.6746 -8.7178 -4.8476 0.22
C -7.5690 -0.3854 2.8079 -1.11
C -7.6785 -0.2791 4.3154 -0.14
O -6.4094 -0.4649 4.9510 -0.38
C -5.5707 0.5752 4.8766 0.76
O -5.8012 1.6303 4.3445 -0.58
O -4.4351 0.2335 5.4813 -0.33
C -3.3994 1.2217 5.3901 -0.13
H -7.1015 -1.3300 2.5247 0.29
H -8.5557 -0.3253 2.3463 0.35
H -6.9507 0.4132 2.3991 0.32
H -8.3246 -1.0732 4.6900 0.28
H -8.1216 0.6701 4.6216 0.30
H -3.7458 2.1896 5.7514 0.37
H -3.0511 1.3003 4.3604 0.30
H -2.5829 0.8978 6.0068 -0.25
C -2.4500 -2.9602 -9.0247 -1.10
C -1.5744 -1.7248 -8.9670 -0.17
O -2.1893 -0.6763 -8.2116 -0.38
C -2.1610 -0.8364 -6.8812 0.77
O -1.6625 -1.7606 -6.2950 -0.57
O -2.7914 0.1963 -6.3262 -0.37
C -2.9191 0.1000 -4.8996 -0.43
H -3.4423 -2.7078 -9.4039 0.31
H -2.0044 -3.7168 -9.6723 0.35
H -2.5860 -3.3943 -8.0344 0.30
H -1.4341 -1.3312 -9.9739 0.29
H -0.5847 -1.9509 -8.5672 0.30
H -1.9562 -0.0555 -4.4269 0.13
H -3.6062 -0.7067 -4.6424 0.31
H -3.3340 1.0387 -4.5410 0.23

***

Entry 2:
142
Properties=species:S:1:pos:R:3:mulliken_charge:R:1 method="wB97M-V/def2-TZVPD" homo_lumo_gap_ev=9.85 spin_multiplicity=1 e_homo_ev=-10.42 e_lumo_ev=-0.57 charge=0
Li 2.9037 0.7400 1.2887 1.19
N 1.1524 0.4030 0.8144 0.45
S 0.4757 -0.9472 0.5612 0.18
O 0.3238 -1.4768 -0.7761 -0.23
O -0.5525 -1.2843 1.5255 -0.46
F 1.7588 -1.7429 1.1209 -0.25
S -0.0778 1.2951 0.1096 0.42
O -1.4269 1.3397 0.6129 -0.48
O 0.1144 1.5935 -1.2939 -0.30
F 0.4712 2.6458 0.8105 -0.15
C 1.5056 0.7124 4.2983 -0.50
O 1.1344 2.0221 3.8834 -0.20
C 2.0016 2.7471 3.2106 1.01
O 3.0459 2.3657 2.7435 -0.76
O 1.4939 3.9845 3.1632 -0.39
C 2.0125 4.8755 2.1809 -0.66
H 2.5663 0.6304 4.5312 0.06
H 1.2989 -0.0164 3.5101 0.09
H 0.9088 0.4449 5.1655 0.35
H 2.5717 5.6981 2.6216 0.41
H 1.1760 5.1934 1.5627 0.18
H 2.7200 4.3436 1.5403 0.31
C 2.8167 -3.3583 -2.2377 -0.63
O 1.7458 -4.2450 -2.4582 -0.25
C 1.2568 -5.0137 -1.4966 0.78
O 1.5125 -4.9135 -0.3196 -0.60
O 0.4546 -5.8865 -2.0651 -0.38
C -0.1593 -6.8815 -1.2136 -0.59
H 3.5744 -3.7929 -1.5788 0.33
H 2.4606 -2.4294 -1.7936 0.06
H 3.3780 -3.1663 -3.1495 0.36
H -0.7126 -6.3686 -0.4329 0.11
H 0.6514 -7.5406 -0.9062 0.33
H -0.8161 -7.5230 -1.7964 0.35
C -3.4692 -3.6410 2.5569 -0.62
O -2.5087 -4.5888 2.0828 0.07
C -2.6585 -5.8671 2.4576 0.48
O -3.5493 -6.3210 3.1135 -0.58
O -1.6759 -6.5645 1.9281 -0.05
C -1.6397 -7.9612 2.1785 -0.83
H -4.4816 -3.7410 2.1714 0.34
H -3.0822 -2.6838 2.2178 -0.04
H -3.5229 -3.6383 3.6456 0.41
H -0.8154 -8.4666 1.6792 0.24
H -2.5120 -8.5061 1.8144 0.33
H -1.5324 -8.0320 3.2608 0.34
C 1.6388 4.4649 -1.3636 -0.32
O 2.7146 5.3971 -1.1381 -0.28
C 2.6212 6.5996 -1.6974 0.72
O 1.7541 7.0194 -2.4095 -0.55
O 3.6537 7.3301 -1.2659 -0.33
C 3.5229 8.7456 -1.4566 -0.66
H 0.8797 4.6611 -0.6117 0.02
H 1.9792 3.4430 -1.2280 0.00
H 1.3036 4.5918 -2.3903 0.48
H 3.7221 8.9431 -2.5103 0.29
H 4.2733 9.1860 -0.8091 0.23
H 2.5325 9.1554 -1.2671 0.32
C -0.6880 -2.2870 -4.0100 -0.26
O 0.3011 -1.7662 -4.9010 -0.20
C 0.3717 -2.1823 -6.1512 0.67
O -0.4097 -2.8394 -6.7754 -0.58
O 1.4789 -1.6341 -6.6603 -0.29
C 1.8891 -1.9055 -7.9684 -0.74
H -0.7062 -3.3729 -4.1105 0.43
H -1.6364 -1.8138 -4.2548 0.50
H -0.3931 -2.0898 -2.9830 -0.41
H 2.9279 -1.6000 -8.0983 0.28
H 1.3286 -1.4455 -8.7817 0.24
H 1.9571 -2.9757 -8.1846 0.34
C 0.6948 -4.0341 2.8376 -0.54
O 1.4478 -3.1177 3.6319 -0.19
C 2.6627 -3.5265 3.9545 0.83
O 3.2739 -4.4811 3.5675 -0.62
O 3.1746 -2.6169 4.8148 -0.26
C 4.4243 -3.0123 5.4378 -0.70
H 1.1671 -4.4228 1.9363 0.40
H -0.2680 -3.5886 2.6163 -0.17
H 0.5121 -4.9538 3.4039 0.51
H 5.1787 -2.8346 4.6726 0.26
H 4.4333 -4.0705 5.6843 0.33
H 4.5373 -2.3684 6.3022 0.21
C -4.0361 2.7778 7.6100 -0.70
O -3.3673 1.9034 6.7381 -0.34
C -2.8797 2.4453 5.5999 0.66
O -3.0379 3.5931 5.2790 -0.56
O -2.2925 1.5015 4.9089 -0.23
C -1.7569 1.8843 3.6282 -0.49
H -4.8203 3.3398 7.0986 0.31
H -3.3860 3.3986 8.2241 0.28
H -4.6346 2.1730 8.2960 0.26
H -1.2739 0.9711 3.2931 -0.07
H -1.1065 2.7472 3.7080 0.21
H -2.6053 2.1098 2.9813 0.58
C -6.2436 6.3072 -1.9610 -0.79
O -5.1959 5.5861 -1.3700 -0.31
C -3.9720 6.1034 -1.3950 0.64
O -3.7043 7.1754 -1.8485 -0.57
O -3.0819 5.2455 -0.8909 -0.13
C -3.4632 4.2645 0.0513 -0.34
H -6.0745 7.3610 -2.1800 0.33
H -7.1969 6.2874 -1.4318 0.28
H -6.5468 5.9329 -2.9440 0.29
H -4.2096 3.5680 -0.3238 0.32
H -3.7386 4.7519 0.9912 0.36
H -2.5987 3.6934 0.3845 -0.12
C -6.7365 -0.2464 -0.9566 -0.73
O -5.4289 -0.5374 -1.3827 -0.30
C -4.8188 -1.5267 -0.7297 0.74
O -5.1664 -2.0188 0.3205 -0.53
O -3.8502 -1.9775 -1.4980 -0.28
C -2.8589 -2.8275 -0.9231 0.63
H -7.1308 0.6244 -1.4820 0.28
H -6.8040 0.1249 0.0713 0.31
H -7.4973 -1.0240 -1.0174 0.31
H -2.6481 -2.4781 0.0885 -0.34
H -1.9341 -2.7366 -1.4812 -0.49
H -3.1883 -3.8570 -0.7893 0.37
C 0.3611 2.1517 -4.6154 -0.75
O -0.1919 1.6059 -5.8096 -0.31
C 0.4984 1.6522 -6.9277 0.87
O 1.6361 2.0393 -7.0557 -0.63
O -0.2651 1.2202 -7.9306 -0.30
C 0.1971 1.4453 -9.2461 -0.68
H 0.0393 1.5479 -3.7731 0.23
H -0.0234 3.1680 -4.5145 0.36
H 1.4448 2.2472 -4.6492 0.40
H -0.4965 1.0711 -9.9958 0.28
H 1.0772 0.8357 -9.4751 0.26
H 0.4501 2.4971 -9.3574 0.29
C 5.0256 -2.8396 0.7346 -0.34
O 5.7797 -2.1159 1.7201 -0.34
C 5.3974 -0.9581 2.1562 0.57
O 4.5169 -0.2752 1.6759 -0.56
O 6.0566 -0.7096 3.2794 -0.34
C 5.7212 0.4117 4.0606 -0.37
H 4.8884 -3.8757 1.0298 0.35
H 5.5178 -2.6780 -0.2201 0.40
H 4.0066 -2.4494 0.6929 -0.06
H 6.2586 0.3236 5.0035 0.33
H 4.6711 0.6664 4.1818 -0.07
H 6.1697 1.3431 3.6918 0.40

***

Entry 3:
153
Properties=species:S:1:pos:R:3:mulliken_charge:R:1 method="wB97M-V/def2-TZVPD" homo_lumo_gap_ev="4.82 / 4.82" spin_multiplicity=3 e_homo_ev="-3.68 / -3.68" e_lumo_ev="1.14 / 1.14" charge=-1
O 1.9524 -2.1379 1.9712 -0.31
V 0.4700 -2.4603 1.4597 0.30
O -3.7346 -2.0382 0.2857 -0.32
V -2.4812 -2.4966 -0.6118 1.65
Mg 1.5177 -0.0795 -1.4811 0.59
Mg -2.2261 -5.5629 -1.3362 0.99
P -0.6810 -4.5060 0.3282 0.77
O -1.3723 -5.8109 0.2380 -0.98
O -1.3363 -3.2976 0.9130 -0.30
O -1.1073 -4.0199 -1.0383 -0.06
O 0.8018 -4.2676 0.6784 -0.55
P -4.0694 -4.0348 -2.2351 1.01
O -5.3047 -4.5867 -2.9499 -0.89
O -3.6583 -4.4410 -0.8368 -0.79
O -3.7173 -2.4909 -2.3522 -0.41
O -3.1341 -5.0333 -2.8502 -0.79
P -0.3531 -0.1391 0.1538 0.62
O -1.6602 -0.6920 -0.4619 0.00
O 0.6112 -1.2591 -0.3601 0.71
O -0.2498 -0.4834 1.6607 0.08
O 0.4121 1.0316 -0.6175 -0.34
C 1.5389 -4.0127 5.2998 -0.27
O 0.2369 -3.6294 5.5486 -0.42
C -0.5368 -3.1777 4.6350 0.69
O -0.2416 -2.9381 3.4699 -0.73
O -1.7041 -2.9169 5.1990 -0.43
C -2.8447 -2.5118 4.3612 -0.39
H 2.0499 -3.0750 5.0814 -0.11
H 1.6005 -4.7100 4.4643 0.24
H 2.1118 -4.4634 6.1102 0.32
H -3.1241 -1.4981 4.6482 0.10
H -3.6581 -3.2019 4.5851 0.38
H -2.7506 -2.4662 3.2763 0.02
C 2.0235 2.1638 -6.0921 -0.92
O 2.0257 1.4819 -4.8726 -0.04
C 2.3445 2.0103 -3.6785 0.14
O 2.2439 1.3654 -2.6244 0.06
O 2.6723 3.2561 -3.7714 -0.45
C 2.9222 4.0055 -2.6017 -0.68
H 1.6796 1.5784 -6.9448 0.25
H 3.0535 2.3965 -6.3621 0.35
H 1.3496 3.0184 -6.1522 0.34
H 3.4633 4.8844 -2.9521 0.29
H 3.3947 3.4510 -1.7909 0.22
H 1.9625 4.3934 -2.2603 0.32
C 9.1139 -2.3367 1.7751 -0.80
O 7.8552 -1.6933 2.0441 -0.30
C 7.0501 -2.1337 3.0405 0.70
O 7.2851 -3.1629 3.6612 -0.61
O 5.9921 -1.3491 3.0688 -0.19
C 4.9064 -1.6287 3.9329 -0.67
H 9.6596 -1.5903 1.1979 0.27
H 9.1070 -3.1835 1.0889 0.30
H 9.6711 -2.7248 2.6277 0.37
H 3.9977 -1.3311 3.4096 0.16
H 4.9743 -0.8480 4.6906 0.21
H 4.9191 -2.6714 4.2501 0.46
C -5.2621 0.6202 6.4978 -0.76
O -4.1933 0.7803 5.6393 -0.26
C -4.4983 0.8346 4.3500 0.68
O -5.6282 0.8652 3.8057 -0.63
O -3.3414 0.8552 3.6716 -0.02
C -3.2223 0.8529 2.2458 -0.32
H -4.8868 0.5814 7.5204 0.23
H -5.8509 -0.2684 6.2704 0.32
H -5.9110 1.4910 6.4036 0.32
H -2.8611 1.7780 1.7963 0.22
H -4.0967 0.5553 1.6671 0.47
H -2.5201 0.0520 2.0142 -0.44
C -4.3566 -1.3641 -5.0584 -0.17
O -4.9649 -0.3017 -5.8475 -0.19
C -5.7561 -0.6578 -6.8766 0.68
O -6.2138 -1.8398 -6.9717 -0.62
O -5.8732 0.3767 -7.7199 -0.36
C -5.0440 1.5751 -7.6437 -0.55
H -3.6511 -1.8050 -5.7627 0.22
H -5.1601 -2.0667 -4.8373 0.46
H -3.7826 -0.8557 -4.2838 -0.44
H -5.3662 2.3522 -6.9505 0.24
H -5.3845 2.0480 -8.5649 0.28
H -4.0046 1.2495 -7.6859 0.27
C 2.1342 -3.7708 -1.7700 -0.15
O 3.0159 -3.5327 -2.7827 -0.59
C 3.2075 -2.2464 -3.1331 0.27
O 2.6355 -1.3093 -2.6127 0.46
O 4.0757 -2.2444 -4.2125 -0.50
C 4.2628 -1.1070 -5.0355 -0.52
H 2.2532 -4.8222 -1.5084 0.36
H 1.1176 -3.6280 -2.1364 0.00
H 2.1959 -3.2155 -0.8341 -0.12
H 5.2484 -1.1354 -5.5003 0.41
H 3.9710 -0.1481 -4.6072 -0.01
H 3.7420 -1.1642 -5.9913 0.31
C 2.7811 1.2797 2.1676 0.49
O 4.0488 0.8294 1.6902 -0.48
C 4.0700 0.1231 0.5654 -0.10
O 3.1221 -0.2567 -0.1742 0.33
O 5.3636 0.0125 0.2902 -0.33
C 5.6725 -0.9732 -0.6192 -0.91
H 2.2640 0.3849 2.5142 -0.20
H 2.1227 1.7546 1.4402 -0.52
H 2.9872 2.0197 2.9409 0.44
H 6.7184 -1.2347 -0.4579 0.32
H 5.5334 -0.5994 -1.6336 0.38
H 5.1597 -1.9342 -0.5774 0.31
C -0.8712 -2.7912 -4.2631 -0.33
O -1.5037 -1.4841 -4.3706 -0.22
C -0.8809 -0.4125 -3.7610 0.40
O 0.1838 -0.5193 -3.1189 0.02
O -1.4712 0.6487 -4.1900 -0.52
C -1.1111 1.9015 -3.6875 -0.58
H -1.4712 -3.4710 -4.8681 0.30
H -0.9551 -3.2051 -3.2583 -0.26
H 0.1741 -2.9002 -4.5521 0.27
H -1.9939 2.5393 -3.6433 0.49
H -0.3896 2.4531 -4.2903 0.13
H -0.8408 1.8547 -2.6325 0.00
C 3.6440 -0.9020 7.1136 -0.60
O 2.2632 -0.6277 7.0892 -0.35
C 1.8899 0.2820 6.2031 0.84
O 2.6023 0.9498 5.4515 -0.60
O 0.6200 0.1424 5.9809 -0.46
C 0.0561 0.2210 4.6778 0.21
H 4.3242 -0.1425 6.7281 0.36
H 3.7957 -1.7788 6.4840 0.12
H 3.8214 -1.1442 8.1615 0.33
H -0.9118 -0.2667 4.7939 0.09
H 0.6656 -0.4583 4.0820 -0.45
H 0.1604 1.2264 4.2699 0.45
C 0.0139 3.9218 1.5920 -0.42
O 0.3693 5.2811 1.6584 -0.24
C -0.4098 6.1770 2.1607 0.72
O -1.4943 6.1097 2.7551 -0.62
O 0.2375 7.2571 1.8479 -0.34
C -0.2065 8.5149 2.2387 -0.72
H 0.9674 3.5499 1.9672 0.23
H -0.2904 3.6245 0.5885 0.23
H -0.8386 3.5594 2.1665 0.28
H -0.8986 8.5226 3.0806 0.35
H -0.7648 8.8839 1.3783 0.27
H 0.6204 9.0859 2.6611 0.26
C -6.4662 5.3275 -1.4864 -0.67
O -6.0876 4.0491 -1.1723 -0.34
C -4.9943 3.4350 -1.7944 0.79
O -4.1352 4.0006 -2.5318 -0.65
O -5.0335 2.1880 -1.5208 -0.31
C -4.0690 1.3026 -2.0887 -0.43
H -5.8012 5.7135 -2.2589 0.34
H -6.4232 5.9509 -0.5933 0.23
H -7.5084 5.4352 -1.7867 0.23
H -3.7883 1.6387 -3.0869 0.31
H -4.5687 0.3487 -2.2575 0.34
H -3.1276 1.2724 -1.5401 0.03